{"formula": "C6H7N2", "method": "wB97M-V/def2-TZVPD", "smiles": "CC=[N+]=C=CC=C=N", "total_charge": 1, "max_force_ha_per_bohr": 0.1023, "e_above_lowest_kcal_mol": 80.4, "orbital_gap_ha": [0.270, 0.270], "e_homo_ev": [-12.352, -12.352], "e_tot_ev": -9304.6520, "e_lumo_ev": [-5.0, -5.0], "elements": ["C", "C", "C", "C", "C", "C", "N", "N", "H", "H", "H", "H", "H", "H", "H"], "coordinates": [[0.246, -1.085, 0.507], [1.474, -1.578, 0.495], [2.589, -0.712, 0.325], [2.477, 0.624, 0.007], [-1.511, 0.447, -0.264], [-2.951, 0.231, -0.218], [-0.643, -0.323, 0.207], [2.110, 1.630, -0.521], [1.725, -2.615, 0.529], [3.608, -1.160, 0.197], [-1.174, 1.518, -0.357], [-3.341, 0.496, 0.772], [-3.181, -0.823, -0.228], [-3.433, 0.785, -0.941], [2.005, 2.566, -0.511]], "forces_ev_per_a": [[-0.346, 0.802, -0.180], [0.466, 0.562, -0.226], [1.915, 0.825, -0.591], [-1.610, -0.149, -0.953], [0.010, 2.713, 1.012], [0.232, -1.824, 1.688], [0.948, -1.444, -0.015], [1.381, -5.038, 0.630], [-0.321, -0.564, 0.314], [-1.144, 0.519, 0.394], [-0.134, -1.146, -0.299], [0.219, 0.551, -0.035], [-0.184, -0.424, -0.612], [-1.192, 1.001, -1.567], [-0.243, 3.617, 0.439]]}

{"formula": "C6H7N2", "method": "wB97M-V/def2-TZVPD", "total_charge": 1, "max_force_ha_per_bohr": 0.1003, "e_above_lowest_kcal_mol": 0.0, "orbital_gap_ha": [0.287, 0.326], "spin_multiplicity": 3, "e_homo_ev": [-11.066, -15.504], "e_tot_ev": -9304.1179, "e_lumo_ev": [-3.2, -6.6], "elements": ["C", "C", "C", "C", "C", "C", "N", "N", "H", "H", "H", "H", "H", "H", "H"], "coordinates": [[-1.506, 1.165, 0.031], [1.085, 1.187, 0.084], [-2.239, 0.033, 0.014], [1.046, -1.208, 0.045], [-0.158, 0.626, 0.045], [1.977, -0.026, 0.000], [-1.501, -1.114, 0.092], [-0.198, -0.739, 0.063], [-1.930, 2.115, 0.009], [1.503, 2.133, 0.025], [-3.259, -0.187, -0.021], [1.310, -2.298, 0.176], [2.552, 0.200, -0.885], [2.926, 0.084, 0.706], [-1.609, -1.970, -0.386]], "forces_ev_per_a": [[2.292, -2.658, 0.022], [1.589, -3.129, 0.303], [-0.636, -2.168, 0.005], [3.855, -3.414, 0.276], [-4.067, 2.464, 0.264], [2.593, 1.582, 1.306], [1.664, 0.786, 0.167], [-2.033, 4.271, 0.018], [-0.028, 1.509, 0.033], [-0.047, 1.755, -0.003], [-1.584, 0.369, -0.126], [-0.445, 1.616, -0.194], [0.165, -0.928, -1.240], [-2.107, -0.853, -0.469], [-1.211, -1.202, -0.362]]}

{"formula": "C6H7N2O2", "method": "wB97M-V/def2-TZVPD", "total_charge": 1, "max_force_ha_per_bohr": 0.0464, "e_above_lowest_kcal_mol": 72.3, "orbital_gap_ha": 0.344, "e_homo_ev": -14.115, "e_tot_ev": -13401.0145, "e_lumo_ev": -4.8, "elements": ["C", "C", "C", "C", "C", "C", "N", "N", "O", "O", "H", "H", "H", "H", "H", "H", "H"], "coordinates": [[-2.566, -0.759, 0.675], [-2.325, 0.069, -0.413], [-1.495, -1.274, 1.388], [-1.011, 0.340, -0.756], [-0.209, -0.963, 0.973], [2.111, 0.054, -0.755], [-0.005, -0.175, -0.067], [2.272, 1.274, -0.432], [2.445, -0.960, -1.190], [3.513, 1.910, -0.504], [-3.576, -1.005, 0.966], [-3.131, 0.498, -0.985], [-1.648, -1.909, 2.244], [-0.764, 0.973, -1.595], [0.661, -1.350, 1.481], [1.575, 1.886, -0.014], [4.154, 1.391, -1.016]], "forces_ev_per_a": [[0.106, 0.035, -0.019], [0.139, -0.028, 0.041], [0.154, 0.020, -0.124], [-0.602, 0.047, -0.059], [-0.444, -0.293, 0.423], [-1.646, -1.729, 0.084], [2.018, 0.633, -0.684], [0.512, 1.121, 0.172], [0.159, 0.707, 0.233], [-0.070, 0.231, 0.220], [-0.090, 0.032, 0.012], [-0.082, 0.024, -0.080], [0.009, -0.089, 0.081], [0.001, 0.062, -0.104], [0.088, -0.054, 0.069], [0.051, -0.464, -0.120], [-0.304, -0.256, -0.144]]}